(1)
# C4H12N3O

A cluster of 2 separate species, C4H12N3O in total (wB97M-V/def2-TZVPD, the OMol25 dataset).

ORCA input file:
```
! wB97M-V def2-TZVPD RIJCOSX def2/J DEFGRID3
* xyz 1 3
C -0.353 1.072 -1.580
C -2.683 0.638 -1.271
C 2.658 -1.927 0.244
C 0.271 0.443 2.560
N 0.051 0.039 -0.900
N -1.640 1.305 -1.860
N 0.204 -0.191 0.245
O -0.030 0.840 1.142
H 0.415 1.607 -2.169
H -2.196 -0.130 -0.657
H -3.376 1.259 -0.710
H -3.133 0.068 -2.058
H 3.500 -2.265 0.916
H 2.712 -2.678 -0.615
H 2.858 -0.845 -0.138
H -0.442 0.838 3.207
H 1.342 0.460 2.872
H 0.048 -0.637 2.449
H -1.901 2.025 -2.490
H 1.693 -1.922 0.813
*
```

**Total energy**: -398.58063 hartree
**HOMO (spin up / spin down)**: -11.7 / -15.4 eV
**<S²>**: 2.012
**HOMO-LUMO gap (spin up / spin down)**: 7.18 / 7.73 eV
**Relative energy (zero: lowest compared OMol25 entry of this formula, charge and spin)**: 70.9 kcal/mol
**F_max**: 4.94 eV/Å

(2)
# C4H12O3S

A cluster of 3 separate species, C4H12O3S in total (wB97M-V/def2-TZVPD, the OMol25 dataset).

ORCA input file:
```
! wB97M-V def2-TZVPD RIJCOSX def2/J DEFGRID3
* xyz 0 1
O 0.363 1.640 -1.998
C 1.068 1.514 -1.032
C 1.025 0.276 -0.183
C -0.352 0.121 0.501
C -0.331 -1.116 1.409
S -1.660 -1.109 2.629
H 1.747 2.343 -0.759
H 1.793 0.294 0.586
H 1.086 -0.596 -0.828
H -0.569 1.034 1.053
H -1.072 -0.012 -0.306
H 0.652 -1.241 1.861
H -0.403 -1.976 0.756
H -1.845 0.214 2.673
H 1.039 -3.691 -0.364
H 2.463 -3.535 -0.970
O 1.576 -3.147 -0.949
H -1.614 2.747 -1.854
H -2.722 2.878 -0.774
O -2.244 3.362 -1.451
*
```

**Total energy**: -783.48625 hartree
**SMILES**: O=CCCCS.O.O
**HOMO**: -9.3 eV
**HOMO-LUMO gap**: 9.74 eV
**Relative energy (zero: lowest compared OMol25 entry of this formula, charge and spin)**: 0.0 kcal/mol
**F_max**: 0.88 eV/Å

(3)
# C32H26BBr2N8OV

A structure of composition C32H26BBr2N8OV (wB97M-V/def2-TZVPD, the OMol25 dataset).

ORCA input file:
```
! wB97M-V def2-TZVPD RIJCOSX def2/J DEFGRID3
* xyz 1 2
V 1.034 -0.219 0.086
C 2.788 -3.537 1.767
C 1.893 -3.211 0.747
N 2.094 -1.956 0.351
N 3.099 -1.449 1.105
C 3.524 -2.385 1.969
B 3.849 -0.141 0.700
N 3.122 1.113 1.242
C 3.569 2.138 1.983
C 2.559 3.077 2.082
C 1.500 2.543 1.347
N 1.863 1.370 0.842
N 3.692 -0.092 -0.838
C 4.585 -0.125 -1.834
C 3.895 -0.092 -3.033
C 2.550 -0.048 -2.670
N 2.443 -0.057 -1.342
H 2.879 -4.480 2.277
H 1.135 -3.824 0.289
H 4.321 -2.186 2.665
H 4.984 -0.172 1.053
H 4.564 2.143 2.396
H 2.583 4.018 2.601
H 0.508 2.933 1.193
H 5.645 -0.163 -1.648
H 4.312 -0.096 -4.025
H 1.680 -0.010 -3.304
C -0.542 -1.922 -2.572
C -1.043 -2.338 -1.221
C -2.005 -3.361 -1.085
C -2.402 -3.784 0.153
C -1.856 -3.180 1.306
C -2.152 -3.525 2.643
Br -3.409 -4.898 3.013
C -1.545 -2.878 3.687
C -0.646 -1.832 3.447
Br 0.162 -0.908 4.879
C -0.334 -1.421 2.163
O 0.474 -0.433 1.872
C -0.924 -2.144 1.089
N -0.526 -1.755 -0.155
H -1.153 -2.338 -3.368
H 0.484 -2.278 -2.698
H -0.539 -0.837 -2.655
H -2.412 -3.813 -1.978
H -3.126 -4.580 0.258
H -1.761 -3.166 4.706
N -0.188 0.710 -0.622
C -1.218 1.435 -0.797
C -2.182 1.642 0.329
C -2.388 2.935 0.805
C -3.225 3.148 1.888
C -3.876 2.078 2.486
C -3.700 0.793 1.992
C -2.854 0.577 0.917
C -1.464 2.173 -2.048
C -0.392 2.566 -2.852
C -0.620 3.308 -3.996
C -1.918 3.641 -4.362
C -2.991 3.228 -3.582
C -2.767 2.509 -2.422
H -1.886 3.773 0.334
H -3.379 4.154 2.257
H -4.532 2.250 3.329
H -4.220 -0.043 2.443
H -2.744 -0.417 0.504
H 0.616 2.303 -2.551
H 0.212 3.641 -4.602
H -2.095 4.224 -5.256
H -4.003 3.477 -3.873
H -3.600 2.194 -1.807
*
```

**Total energy**: -7865.16273 hartree
**HOMO (spin up / spin down)**: -10.3 / -10.3 eV
**<S²>**: 0.786
**HOMO-LUMO gap (spin up / spin down)**: 6.26 / 6.52 eV
**Relative energy (zero: lowest compared OMol25 entry of this formula, charge and spin)**: 26.7 kcal/mol
**F_max**: 2.87 eV/Å